Entry from the Open Molecules 2025 dataset: an isolated molecule of C3H7NOS2 at a distorted geometry (wB97M-V/def2-TZVPD).

ORCA input file:
```
! wB97M-V def2-TZVPD RIJCOSX def2/J DEFGRID3
* xyz 0 1
N -0.44 -1.43 -1.32
C 0.34 -0.35 -0.73
C 1.71 -0.95 -0.36
O 2.63 -0.35 0.12
C -0.28 0.21 0.59
S -1.34 1.63 0.20
S -1.73 2.45 1.95
H -1.24 -1.65 -0.74
H -0.82 -1.14 -2.21
H 0.52 0.47 -1.42
H 1.75 -2.05 -0.52
H 0.55 0.38 1.27
H -0.92 -0.55 1.01
H -0.72 3.32 2.18
*
```

- E_HOMO (eV) = -9.4
- SMILES = N[C@H](C=O)CSS
- orbital gap (eV) = 9.90
- E_tot (eV) = -28431.9258

Results of the natural (NBO) charge analysis, in e, for atoms 1 through 8: -0.83 -0.18 0.44 -0.52 -0.55 0.11 -0.12 0.36